a.
This record from OMol25 describes a 2-piece molecular cluster, C4H8NO overall. The level of theory is ωB97M-V/def2-TZVPD.

- molar mass (u) = 86.114
- charge = +1
- HOMO (alpha / beta) (Eh) = -0.5285 / -0.5284
- LUMO (alpha / beta) (eV) = -5.52 / -5.53

Element x y z (Å)
N 1.08102 -0.03483 -0.10455
C -3.24000 -0.36940 -0.12004
C 0.23710 0.88235 -0.25439
C -2.21145 0.38529 0.14208
O 0.60634 -1.32050 0.00215
H 2.83695 1.06112 -0.41826
H -4.17126 -0.11840 0.37688
H 2.79507 0.11233 1.07876
H 3.02778 -0.69943 -0.49231
H 1.32695 -1.95393 0.15024
H -2.01293 1.23138 0.75318
H -3.28594 -1.21388 -0.78384
C 2.51805 0.11618 0.02033
H 0.49233 1.92172 -0.35023

---

b.
This record from OMol25 describes C4H8NO as an isolated structure. The level of theory is ωB97M-V/def2-TZVPD.

- molar mass (u) = 86.114
- charge = +1
- HOMO (alpha / beta) (Eh) = -0.4770 / -0.4622
- LUMO (alpha / beta) (eV) = -5.00 / -4.93

Element x y z (Å)
C -0.46605 -1.07634 -1.72599
H -0.52351 -0.60016 -2.64558
C 0.53710 1.50358 0.89731
H -1.34837 -1.32012 -1.26414
C 0.28196 -0.31100 -0.67621
H 0.02140 2.45616 1.08777
H -0.35302 -1.40594 1.79120
H 1.18780 -0.61079 -0.33902
N -0.12059 0.78418 -0.10856
H -1.04790 1.13761 -0.58551
H 1.51923 1.71751 0.59473
C -0.17699 -0.65345 2.53074
O 0.26870 0.41042 2.39256
H 0.22024 -2.03165 -1.94930

---

c.
This record from OMol25 describes an isolated ion of composition C4H8NO and charge +1. The level of theory is ωB97M-V/def2-TZVPD.

- molar mass (u) = 86.114
- charge = +1
- HOMO (alpha / beta) (Eh) = -0.5023 / -0.5275
- LUMO (alpha / beta) (eV) = -5.84 / -5.06

Element x y z (Å)
C -2.94707 -0.03521 0.67672
H -3.33955 0.14069 1.67025
H 1.76440 2.05257 -0.11469
C -0.58603 0.75531 -0.07326
N 0.55937 0.23381 -0.16530
H 2.66343 0.53780 0.05363
H 0.99512 -1.35898 0.85965
H -3.46859 -0.25967 -0.22477
O -1.68704 0.29401 0.46779
H 1.54176 -1.40535 -0.90901
C 0.79792 -1.16558 -0.14718
H 1.96340 0.97455 -1.49200
C 1.80084 1.01699 -0.43484
H -0.05798 -1.78096 -0.16697

---

Which of them is most stable? Easy: c.

---

a.
This record from OMol25 describes a 2-piece molecular cluster, C5H16NO overall. The level of theory is ωB97M-V/def2-TZVPD.

- molar mass (u) = 106.189
- charge = +1
- HOMO (Eh) = -0.5537
- LUMO (eV) = -3.21

Element x y z (Å)
H 1.87670 -2.76756 2.20335
H -2.47138 1.39035 -1.14068
H 1.45126 0.32915 0.87624
H -1.20025 1.87148 -2.08960
O 2.06642 -1.99198 1.79159
C 0.19600 0.26265 -0.89347
C -0.51916 -0.89687 -1.49194
H -1.92678 -0.32388 0.75344
H 0.08980 1.81435 0.46084
H 2.73421 -1.57862 2.35955
H -0.76737 0.38869 2.01860
N 1.28172 -0.34798 0.06535
H 1.07565 -1.11007 0.58151
C -1.50963 1.91721 -1.01182
H 2.06747 -0.58972 -0.56365
C -1.38179 0.52571 1.13472
H -1.58582 2.96688 -0.85922
H -1.34474 -1.23881 -0.89248
C -0.64365 1.14347 -0.07285
H -2.19650 1.14190 1.44390
H 0.71197 0.86841 -1.84407
H 0.05624 -1.81220 -1.62442
H -0.92456 -0.69168 -2.46132

---

b.
This record from OMol25 describes a 2-piece molecular cluster, C5H16NO overall. The level of theory is ωB97M-V/def2-TZVPD.

- molar mass (u) = 106.189
- charge = +1
- HOMO (Eh) = -0.5275
- LUMO (eV) = -3.33

Element x y z (Å)
H -0.81054 -1.58593 -0.49889
H -0.30816 -0.88217 2.12618
O 3.46845 -0.10250 -0.00585
H 4.35665 0.46337 0.10366
H 2.04820 0.25610 1.72397
C -2.66846 -0.79950 -1.57517
C -0.04190 0.06058 1.61302
H -2.97856 0.20702 -1.94786
H -1.99697 0.87790 1.12150
H 1.32698 0.49757 0.19634
H 0.20781 1.04207 -0.91677
H -3.37778 -1.09080 -0.94715
C -1.19772 -0.74301 -1.20741
H -2.86140 -1.38100 -2.50454
C -1.02402 1.00431 0.75941
H -1.37611 1.47653 -1.41324
H -0.09773 0.45873 2.71041
H -0.76775 2.06974 0.84842
H 1.79454 -0.90935 0.94893
C -0.88779 0.75933 -0.68225
H -0.69788 -0.94571 -2.21294
N 1.28614 -0.09040 1.11638
H 3.70744 -0.79159 -0.55143

---

Which of them is most stable? Easy: a.

---

a.
This record from OMol25 describes one molecule with the formula C5H7NO. The level of theory is ωB97M-V/def2-TZVPD.

- molar mass (u) = 97.117
- SMILES = C1=C[C@@H]2N[C@H]2CO1
- HOMO (Eh) = -0.3166
- LUMO (eV) = 0.98

Element x y z (Å)
N 2.03807 -0.43978 0.08755
C 0.83205 0.30943 0.48932
O -1.25850 0.76074 -0.25005
C 0.47969 -0.94997 -0.47452
H -1.10491 -2.37894 0.28034
H -0.32805 2.21779 0.86862
H 0.75765 0.28759 1.54821
H 0.40715 -0.88210 -1.42700
H 0.44460 1.96672 -1.00757
C -1.59454 -0.46396 0.06204
H 2.72018 -0.03210 -0.67347
C -0.77389 -1.39061 0.22406
H -2.66505 -0.50379 0.34021
C 0.04554 1.49898 -0.06773

---

b.
This record from OMol25 describes one molecule with the formula C5H7NO. The level of theory is ωB97M-V/def2-TZVPD.

- molar mass (u) = 97.117
- HOMO (alpha / beta) (Eh) = -0.3336 / -0.3336
- LUMO (alpha / beta) (eV) = -0.77 / -0.77

Element x y z (Å)
H -0.70723 -1.54348 -1.31264
C 0.65620 -1.20896 0.73357
C 1.64733 0.62449 -0.78437
H -1.14713 1.62260 0.28444
C -0.62737 0.76076 0.71802
O 2.44158 1.27673 -0.14737
C -0.82200 -0.54346 -0.88987
H -1.36505 0.12162 -1.56985
H 0.74334 -0.80099 1.76577
H 1.82617 0.40426 -1.85844
N -1.49491 -0.45325 0.45831
H -1.22154 -1.28237 1.02019
C 0.39812 0.03716 -0.16384
H -0.32750 0.98490 1.74607

---

c.
This record from OMol25 describes one molecule with the formula C5H7NO. The level of theory is ωB97M-V/def2-TZVPD.

- molar mass (u) = 97.117
- SMILES = CC1=C(N=O)[C@@H]1C
- HOMO (alpha / beta) (Eh) = -0.3374 / -0.3372
- LUMO (alpha / beta) (eV) = -0.52 / -0.52

Element x y z (Å)
C -0.55286 0.49779 -0.02349
N -0.47401 -0.86558 2.07766
H 1.56825 -1.01356 -1.83717
H 1.82911 -1.01229 -0.07592
C -0.26177 -0.82869 -0.67520
H -0.95925 -1.13815 -1.45367
C 1.15571 -1.33923 -0.87836
C -0.63875 1.95222 -0.19406
H 0.01212 2.28092 -1.00528
C -0.71999 -0.55445 0.71785
O 0.09782 0.08715 2.57392
H -1.67522 2.17250 -0.47498
H 1.14578 -2.43576 -0.86828
H -0.41151 2.49839 0.72584

---

d.
This record from OMol25 describes one molecule with the formula C5H7NO. The level of theory is ωB97M-V/def2-TZVPD.

- molar mass (u) = 97.117
- SMILES = O=C[C@H]1[C@H]2CCN21
- HOMO (Eh) = -0.3494
- LUMO (eV) = 0.78

Element x y z (Å)
C -0.85004 0.58354 -0.98056
H 1.10476 1.44894 -0.25787
H 0.41584 -1.92688 1.09785
H 1.13406 0.87184 -1.94554
C -0.60353 -0.83519 -0.48559
H -1.26002 0.59171 -1.99334
H -1.11632 -1.72560 -0.84464
C 0.23160 0.08272 1.85780
H -1.42944 1.24314 -0.33420
H 0.66565 -0.30546 2.80250
C 0.68513 0.72627 -0.96091
O -0.16097 1.22685 1.79853
N 0.87582 -0.70842 -0.56401
C 0.21423 -0.91581 0.74823

---

Which of them is most stable? Easy: d.